*P*
20
Properties=species:S:1:pos:R:3:lowdin_charge:R:1 method="wB97M-V/def2-TZVPD" spin_multiplicity=1 total_charge=+1 gap_ev=9.750 smiles=NCC[NH2+]CCS lumo_energy_ev=-3.195
C 1.785 0.431 0.956 -0.119
N 0.668 -0.505 0.583 0.044
C -0.546 0.108 -0.123 -0.183
C -1.804 -0.513 0.471 -0.547
S -3.192 -0.571 -0.733 0.753
C 2.480 1.139 -0.224 -0.249
N 3.669 0.370 -0.614 0.006
H 1.310 1.185 1.578 0.128
H 2.538 -0.104 1.537 0.137
H 0.275 -0.731 1.497 0.158
H -0.500 1.143 0.226 0.134
H -0.500 -0.024 -1.193 0.120
H -2.260 -0.111 1.369 0.078
H -1.574 -1.571 0.657 0.077
H -3.205 0.759 -0.897 -0.126
H 1.796 1.336 -1.051 0.116
H 2.719 2.122 0.202 0.122
H 3.810 0.519 -1.608 0.075
H 4.499 0.843 -0.258 0.085
H 0.873 -1.425 0.191 0.190


*Q*
20
Properties=species:S:1:pos:R:3:lowdin_charge:R:1 method="wB97M-V/def2-TZVPD" spin_multiplicity=1 total_charge=+1 gap_ev=8.723 smiles=CNC[C@H]([NH3+])CS lumo_energy_ev=-3.608
N -0.631 1.799 -0.634 0.109
C -0.050 0.282 -0.209 -0.268
C -0.797 -0.232 1.120 -0.517
S -2.521 -0.287 0.613 0.778
C 1.587 0.444 0.043 -0.180
N 2.249 -0.809 -0.098 -0.132
C 2.835 -1.236 -1.331 -0.111
H -0.142 2.004 -1.613 0.201
H -1.673 1.869 -0.585 0.098
H -0.361 2.597 0.119 0.213
H -0.439 -0.288 -1.081 0.127
H -0.648 0.477 2.037 0.123
H -0.405 -1.282 1.278 0.093
H -3.038 0.208 1.683 -0.152
H 1.693 0.910 1.069 0.133
H 1.787 1.207 -0.787 0.127
H 2.004 -1.484 0.569 0.098
H 2.928 -2.285 -1.174 0.076
H 2.114 -1.019 -2.278 0.122
H 3.741 -0.791 -1.657 0.063


Name the most stable of them. *P*.


*P*
20
Properties=species:S:1:pos:R:3:lowdin_charge:R:1 method="wB97M-V/def2-TZVPD" spin_multiplicity=1 total_charge=+1 gap_ev=9.548 lumo_energy_ev=-3.181
N -0.021 -2.045 0.471 0.148
C 1.167 -2.478 0.139 -0.179
N 2.239 -1.724 0.070 0.191
H -0.165 -1.015 0.482 -0.046
H -0.689 -2.765 0.702 0.141
H 1.246 -3.549 -0.004 0.161
H 3.109 -2.108 -0.263 0.139
H 2.100 -0.726 0.149 0.084
C -2.415 0.271 -0.391 -0.165
C -1.368 1.375 -0.477 -0.487
S 0.077 0.906 0.538 0.840
C 1.223 2.302 0.322 -0.342
H -2.140 -0.583 -1.002 0.067
H -3.371 0.673 -0.711 0.084
H -2.530 -0.067 0.640 0.071
H -1.776 2.289 -0.044 0.084
H -1.008 1.569 -1.486 0.085
H 1.748 2.203 -0.621 0.039
H 0.649 3.217 0.334 0.045
H 1.923 2.256 1.150 0.040


*Q*
20
Properties=species:S:1:pos:R:3:lowdin_charge:R:1 method="wB97M-V/def2-TZVPD" spin_multiplicity=1 total_charge=+1 gap_ev=7.500 smiles=[NH3+]CCNCCS lumo_energy_ev=-4.063
C -0.776 -0.329 0.382 -0.179
N 0.711 -0.407 0.132 -0.098
C 1.027 -0.964 -1.132 -0.312
C 0.606 -0.074 -2.432 -0.514
S 1.802 1.212 -3.054 0.655
C -1.182 0.621 1.530 -0.140
N -0.477 0.538 2.815 0.178
H -1.261 0.004 -0.577 0.120
H -1.077 -1.438 0.559 0.149
H 0.981 -1.098 0.900 0.134
H 2.090 -1.189 -1.218 0.111
H 0.704 -1.986 -1.421 0.117
H -0.439 0.275 -2.262 0.059
H 0.623 -0.920 -3.085 0.040
H 1.047 2.138 -3.749 -0.135
H -0.996 1.547 1.196 0.093
H -2.221 0.431 1.867 0.152
H -1.055 0.969 3.542 0.171
H -0.444 -0.465 3.232 0.228
H 0.338 1.134 2.775 0.170


*R*
20
Properties=species:S:1:pos:R:3:lowdin_charge:R:1 method="wB97M-V/def2-TZVPD" spin_multiplicity=1 total_charge=+1 gap_ev=8.811 smiles=CNC[C@@H]([NH3+])CS lumo_energy_ev=-3.941
N 0.979 0.936 1.456 0.154
C -0.002 0.291 0.532 -0.373
C 0.733 -0.414 -0.675 -0.403
S 2.062 0.716 -1.614 0.632
C -0.929 -0.697 1.353 -0.223
N -1.936 -1.303 0.509 -0.122
C -2.930 -0.398 -0.065 -0.102
H 1.710 1.471 1.029 0.105
H 1.606 0.203 2.025 0.235
H 0.355 1.620 2.138 0.255
H -0.706 1.108 0.304 0.139
H 1.437 -1.331 -0.249 0.132
H 0.126 -0.825 -1.540 0.087
H 1.710 0.261 -2.832 -0.145
H -0.533 -1.425 2.078 0.126
H -1.417 -0.043 2.192 0.135
H -2.369 -2.137 0.912 0.126
H -3.585 -0.901 -0.748 0.084
H -2.345 0.221 -0.740 0.068
H -3.508 0.207 0.630 0.088


Name the most stable of them. *P*.


*P*
11
Properties=species:S:1:pos:R:3:lowdin_charge:R:1 method="wB97M-V/def2-TZVPD" spin_multiplicity=1 total_charge=-1 gap_ev=7.277 lumo_energy_ev=3.907
C -1.970 0.305 -0.067 -0.376
C 1.426 -1.057 -0.162 -0.535
N 0.469 -0.155 0.040 -0.080
O 1.010 1.237 0.027 -0.189
O -3.241 -0.081 -0.228 -0.018
O -2.180 -0.990 -0.296 -0.014
O 2.602 -0.851 -0.480 -0.133
H -1.606 0.618 0.970 0.123
H -1.324 0.877 -0.704 0.083
H 0.891 -2.001 -0.068 0.086
H 1.855 1.316 -0.479 0.052


*Q*
11
Properties=species:S:1:pos:R:3:lowdin_charge:R:1 method="wB97M-V/def2-TZVPD" spin_multiplicity=1 total_charge=-1 gap_ev=9.052 lumo_energy_ev=3.953
O 0.973 1.641 1.601 0.009
C 0.851 0.444 1.683 -0.412
N -0.025 -0.348 1.039 0.101
C -0.990 0.026 -0.028 -0.713
O -0.916 -0.757 -1.006 -0.077
O -1.756 0.956 0.198 0.002
H 1.494 -0.191 2.329 0.112
H 0.184 -1.329 0.954 0.116
H 0.481 -1.388 -1.752 -0.013
H 0.547 -1.183 -3.205 0.014
O 1.166 -1.356 -2.479 -0.140


Name the most stable of them. *Q*.


*P*
66
Properties=species:S:1:pos:R:3:lowdin_charge:R:1 method="wB97M-V/def2-TZVPD" spin_multiplicity=1 total_charge=+1 gap_ev=5.131 lumo_energy_ev=-5.272
C 1.920 -3.376 1.132 -0.014
C 2.509 -2.379 2.137 -0.555
C 2.341 -2.883 3.574 -0.017
N 3.898 -2.179 1.877 0.150
C 4.162 -0.951 1.670 -0.524
S 5.791 -0.317 1.366 0.985
C 6.514 -0.887 2.878 -0.494
C 7.867 -0.507 2.936 -0.318
N 8.980 -0.183 2.976 0.172
C 2.925 -0.071 1.731 -0.506
C 3.025 0.896 2.910 -0.026
C 2.708 0.664 0.409 -0.032
N 1.820 -1.053 1.964 -0.025
C 0.592 -0.717 2.594 -0.131
C -0.487 -0.332 1.912 -0.133
C -1.753 0.051 2.571 -0.105
H 2.392 -4.353 1.227 0.083
H 0.848 -3.485 1.282 0.079
H 2.083 -3.027 0.114 0.075
H 2.922 -3.793 3.723 0.088
H 2.713 -2.139 4.277 0.080
H 1.295 -3.087 3.800 0.082
H 5.952 -0.460 3.714 0.098
H 6.404 -1.974 2.933 0.098
H 3.892 1.547 2.809 0.081
H 2.137 1.524 2.978 0.083
H 3.125 0.339 3.840 0.087
H 3.530 1.347 0.198 0.078
H 2.635 -0.047 -0.412 0.082
H 1.789 1.247 0.434 0.066
H 0.538 -0.760 3.669 0.120
H -0.420 -0.306 0.837 0.083
H -2.547 0.268 1.852 0.062
H -2.109 -0.748 3.222 0.083
H -1.616 0.936 3.194 0.079
C -3.222 4.962 -0.710 0.025
N -3.087 3.581 -1.164 -0.034
C -1.943 2.844 -1.089 0.070
C -2.102 1.638 -1.789 -0.121
C -1.065 0.711 -2.044 0.119
C -1.225 -0.603 -2.585 -0.206
C -2.366 -1.391 -2.318 -0.040
C -2.560 -2.588 -2.963 -0.049
C -1.606 -3.064 -3.848 -0.029
C -0.439 -2.350 -4.062 -0.049
C -0.240 -1.142 -3.439 0.003
C -3.440 1.676 -2.358 -0.096
C -4.123 0.855 -3.263 -0.007
C -5.363 1.237 -3.711 -0.049
C -5.936 2.445 -3.309 -0.052
C -5.279 3.275 -2.433 0.006
C -4.025 2.891 -1.955 -0.138
H -4.185 5.378 -0.992 0.091
H -3.123 5.016 0.371 0.106
H -2.442 5.568 -1.164 0.106
H -1.039 3.177 -0.608 0.154
H -0.056 1.072 -1.919 0.130
H -3.085 -1.042 -1.595 0.127
H -3.454 -3.161 -2.776 0.120
H -1.767 -3.997 -4.363 0.120
H 0.310 -2.735 -4.735 0.117
H 0.649 -0.565 -3.635 0.123
H -3.668 -0.045 -3.633 0.099
H -5.896 0.595 -4.393 0.114
H -6.890 2.740 -3.715 0.116
H -5.706 4.215 -2.132 0.109


*Q*
66
Properties=species:S:1:pos:R:3:lowdin_charge:R:1 method="wB97M-V/def2-TZVPD" spin_multiplicity=1 total_charge=+1 gap_ev=6.125 smiles="C[C@@H](/C=[N+]1/C(C)(C)N=C(SCC#N)C1(C)C)[C@@H](c1ccccc1)c1cn(C)c2ccccc12" lumo_energy_ev=-3.936
C -3.236 2.535 -0.268 -0.009
C -2.999 1.619 -1.453 -0.507
C -4.244 0.766 -1.675 0.003
N -2.797 2.428 -2.694 0.118
C -1.756 2.004 -3.325 -0.575
S -1.299 2.625 -4.876 1.016
C -2.927 3.539 -5.165 -0.379
C -2.813 4.418 -6.351 -0.272
N -2.708 5.111 -7.283 0.162
C -0.988 0.875 -2.604 -0.455
C -1.182 -0.407 -3.420 0.005
C 0.489 1.249 -2.411 0.008
N -1.734 0.831 -1.323 0.101
C -1.337 0.245 -0.200 0.126
C -0.206 -0.771 0.001 -0.273
C -0.822 -2.042 0.628 -0.008
H -4.032 3.228 -0.563 0.104
H -3.564 1.967 0.608 0.090
H -2.338 3.120 -0.037 0.100
H -5.065 1.462 -1.894 0.105
H -4.139 0.100 -2.541 0.084
H -4.507 0.188 -0.781 0.096
H -3.684 2.762 -5.355 0.094
H -3.159 4.116 -4.261 0.083
H -0.714 -0.268 -4.405 0.098
H -0.719 -1.277 -2.931 0.091
H -2.254 -0.598 -3.587 0.094
H 0.816 1.867 -3.263 0.085
H 0.615 1.824 -1.482 0.096
H 1.100 0.336 -2.382 0.094
H -2.055 0.295 0.634 0.161
H 0.200 -1.058 -0.982 0.105
H -0.548 -2.199 1.682 0.090
H -1.917 -2.000 0.534 0.086
H -0.503 -2.936 0.088 0.092
C 3.586 -4.492 -0.001 -0.012
N 3.083 -3.306 0.660 -0.105
C 2.324 -2.324 0.084 -0.017
C 1.990 -1.367 1.051 -0.109
C 0.993 -0.273 0.765 -0.224
C 0.695 0.590 2.003 -0.199
C 0.172 0.071 3.190 -0.054
C -0.133 0.951 4.235 -0.063
C 0.096 2.323 4.118 -0.071
C 0.712 2.803 2.966 -0.075
C 1.008 1.946 1.921 -0.043
C 2.693 -1.748 2.276 -0.102
C 2.945 -1.201 3.538 -0.029
C 3.618 -1.958 4.511 -0.080
C 4.101 -3.246 4.240 -0.077
C 3.977 -3.776 2.944 -0.008
C 3.283 -3.014 2.004 -0.167
H 3.911 -5.212 0.763 0.082
H 2.786 -4.934 -0.607 0.094
H 4.443 -4.266 -0.655 0.101
H 2.033 -2.364 -0.967 0.136
H 1.521 0.412 0.077 0.125
H 0.066 -1.012 3.344 0.120
H -0.561 0.556 5.157 0.112
H -0.217 3.004 4.900 0.109
H 0.958 3.854 2.867 0.109
H 1.516 2.325 1.030 0.115
H 2.647 -0.175 3.752 0.107
H 3.782 -1.545 5.510 0.106
H 4.596 -3.843 5.013 0.109
H 4.401 -4.731 2.649 0.099


Name the most stable of them. *Q*.


*P*
54
Properties=species:S:1:pos:R:3:lowdin_charge:R:1 method="wB97M-V/def2-TZVPD" spin_multiplicity=1 gap_ev=8.670 lumo_energy_ev=0.228
C -0.200 1.505 1.661 -0.103
C -0.139 0.338 0.792 -0.250
N -0.458 -1.459 -1.612 0.100
C -0.742 -0.054 -1.609 -0.377
C -0.544 0.760 -0.576 -0.139
C -1.028 0.327 -4.073 -0.017
C -1.341 0.525 -2.826 -0.164
H -0.943 2.139 1.173 0.057
H -0.847 1.353 2.582 0.077
H 0.809 2.023 1.724 0.102
H -0.832 -0.551 1.024 0.132
H 0.849 -0.096 0.768 0.085
H -1.086 -1.913 -0.934 0.080
H -0.710 -1.970 -2.509 0.133
H -0.921 1.808 -0.691 0.115
H -1.256 0.978 -4.948 0.073
H -0.291 -0.336 -4.559 0.064
H -2.116 1.316 -2.555 0.131
H -3.567 -2.668 1.093 0.075
H -2.864 -1.395 1.419 -0.075
O -2.885 -2.064 0.783 -0.043
H -0.056 -1.106 4.557 0.075
H -0.443 0.310 4.842 0.007
O -0.572 -0.344 4.207 -0.031
H -2.541 0.092 2.964 0.023
H -3.276 0.658 1.757 0.001
O -3.185 -0.150 2.309 -0.041
H 2.362 0.279 -2.611 -0.033
H 1.560 0.410 -3.695 0.011
O 2.004 0.974 -3.097 -0.007
H 3.127 -1.295 -1.185 -0.039
H 1.651 -1.384 -1.722 0.036
O 2.622 -1.426 -1.969 -0.060
H 3.800 1.928 0.831 0.109
H 2.286 1.594 0.522 -0.020
O 3.046 1.318 1.002 -0.043
H -3.200 1.272 0.037 -0.016
H -4.412 2.065 0.278 0.083
O -3.592 1.797 0.706 -0.022
H 1.350 -2.210 0.218 0.048
H 2.775 -2.365 0.208 -0.044
O 2.075 -2.650 0.725 -0.040
H 0.486 2.699 -0.906 0.105
H 1.622 1.951 -1.594 -0.066
O 1.474 2.431 -0.860 -0.032
H 3.848 -0.086 0.768 0.066
H 4.722 -1.319 0.913 0.141
O 3.958 -1.024 0.277 -0.165
H -4.170 -0.471 -1.278 0.106
H -2.841 -0.875 -0.491 -0.020
O -3.236 -0.237 -1.068 -0.068
H 3.075 -0.516 2.205 -0.023
H 2.193 -1.768 2.223 -0.019
O 2.601 -1.116 2.799 -0.076


*Q*
54
Properties=species:S:1:pos:R:3:lowdin_charge:R:1 method="wB97M-V/def2-TZVPD" spin_multiplicity=1 gap_ev=8.493 lumo_energy_ev=0.221
C 0.411 0.303 -0.474 -0.039
N -1.766 -1.447 -1.753 0.070
C -1.440 -0.155 -2.179 -0.368
C -0.497 0.640 -1.653 -0.224
C -0.240 2.035 -2.137 -0.174
C 0.822 2.610 -2.668 0.013
C -2.272 0.371 -3.330 -0.020
H 1.011 1.137 -0.152 0.042
H -0.214 0.138 0.391 0.033
H 1.023 -0.555 -0.767 0.082
H -1.607 -1.804 -0.811 0.080
H -2.709 -1.714 -2.016 0.098
H -1.125 2.624 -1.899 0.106
H 0.888 3.676 -2.863 0.060
H 1.723 2.074 -2.955 0.066
H -2.227 1.442 -3.445 0.070
H -1.991 -0.232 -4.191 0.087
H -3.333 0.158 -3.155 0.077
H 1.221 3.247 0.236 0.028
H 1.796 3.319 1.705 0.012
O 1.080 3.618 1.113 -0.058
H 2.706 -2.688 -1.121 0.033
H 1.608 -3.625 -1.530 0.029
O 2.235 -3.452 -0.798 -0.067
H 0.017 -3.399 1.466 0.040
H -0.857 -3.418 2.808 0.056
O -0.063 -3.733 2.367 -0.046
H 2.434 -3.109 1.077 0.038
H 1.857 -3.019 2.512 0.028
O 2.431 -2.550 1.893 -0.075
H -1.916 -0.189 1.099 0.011
H -0.987 -1.305 1.655 0.004
O -1.732 -1.135 1.042 -0.094
H 1.306 -1.540 2.530 -0.025
H 0.607 -0.060 2.610 0.011
O 0.493 -1.039 2.618 -0.091
H -2.926 2.341 0.553 0.034
H -1.456 2.688 0.897 0.030
O -2.211 2.160 1.157 -0.046
H 3.094 2.062 2.151 0.020
H 2.329 1.531 3.343 0.041
O 2.777 2.323 3.032 -0.047
H 0.420 2.451 2.506 0.042
H -0.822 1.537 2.527 0.064
O 0.134 1.543 2.338 -0.082
H -4.416 -0.130 0.962 0.056
H -3.785 -0.091 -0.470 0.026
O -4.144 0.456 0.246 -0.048
H 3.478 0.082 1.385 0.057
H 2.692 0.102 0.087 0.007
O 3.193 0.671 0.671 -0.043
H -0.359 -2.485 -2.536 0.024
H 0.703 -1.911 -3.382 0.040
O 0.607 -2.553 -2.693 -0.064


Name the most stable of them. *Q*.


*P*
47
Properties=species:S:1:pos:R:3:lowdin_charge:R:1 method="wB97M-V/def2-TZVPD" spin_multiplicity=1 gap_ev=9.833 smiles="Cc1ccc([C@@]2(C)NC(=O)N(CC(=O)NCc3cccc(Cl)c3)C2=O)cc1" lumo_energy_ev=0.642
C -6.861 -0.605 -0.801 -0.051
C -5.411 -0.550 -0.431 -0.280
C -4.435 -0.939 -1.339 -0.040
C -3.092 -0.876 -1.013 -0.019
C -2.694 -0.427 0.238 -0.152
C -3.665 -0.023 1.147 -0.018
C -5.004 -0.085 0.813 -0.028
H -5.744 0.235 1.531 0.113
H -3.371 0.364 2.110 0.113
C -1.228 -0.352 0.631 -0.351
N -0.337 -0.677 -0.460 0.164
C 0.409 0.362 -0.872 -0.478
O 1.216 0.386 -1.774 0.084
N 0.074 1.449 -0.058 0.088
C -0.868 1.117 0.880 -0.348
O -1.329 1.853 1.710 0.138
C 0.687 2.758 -0.148 -0.006
H 0.109 3.423 0.497 0.136
H 0.657 3.101 -1.186 0.139
C 2.141 2.706 0.356 -0.479
O 2.469 3.115 1.447 0.074
N 2.988 2.170 -0.544 0.073
H 2.592 1.704 -1.355 0.114
C 4.336 1.782 -0.184 -0.114
C 4.459 0.281 -0.173 -0.196
C 5.461 -0.371 -0.878 -0.037
C 5.519 -1.754 -0.895 -0.073
C 4.570 -2.506 -0.227 -0.109
C 3.572 -1.849 0.475 -0.653
C 3.515 -0.469 0.518 -0.059
H 2.742 0.027 1.085 0.116
Cl 2.371 -2.774 1.307 0.694
H 4.599 -3.584 -0.249 0.103
H 6.303 -2.254 -1.444 0.106
H 6.197 0.205 -1.418 0.110
H 5.044 2.217 -0.895 0.124
H 4.529 2.197 0.811 0.132
H -0.214 -1.609 -0.817 0.165
C -0.935 -1.205 1.868 0.011
H -1.274 -2.226 1.705 0.097
H 0.133 -1.215 2.072 0.049
H -1.451 -0.793 2.730 0.089
H -2.358 -1.174 -1.746 0.108
H -4.727 -1.295 -2.316 0.113
H -7.081 -1.509 -1.367 0.079
H -7.491 -0.580 0.084 0.075
H -7.118 0.250 -1.426 0.085


*Q*
47
Properties=species:S:1:pos:R:3:lowdin_charge:R:1 method="wB97M-V/def2-TZVPD" spin_multiplicity=1 gap_ev=8.117 smiles="C[C@@H]1C=C2OCOC2=C(CCn2nccc2C(=O)Nc2ccc(Cl)cc2)C1" lumo_energy_ev=0.433
O 0.456 0.186 1.551 0.075
Cl 4.720 1.576 6.933 0.625
N -3.475 1.348 0.365 0.085
O -2.278 0.063 -4.300 0.036
O -0.861 -0.488 -6.111 0.026
C -0.425 0.520 2.325 -0.386
C -3.896 1.556 1.574 -0.137
C -2.817 1.332 2.533 -0.015
C -1.189 -0.595 -3.800 -0.185
C -0.365 -0.967 -4.921 -0.208
C -1.747 0.900 1.789 -0.128
C -0.788 -0.886 -2.538 -0.135
C 0.763 -1.738 -4.783 0.026
C 2.027 1.756 6.414 -0.085
C 3.373 0.561 4.772 -0.092
C 0.896 1.518 5.598 -0.028
C 2.228 0.324 3.974 0.008
C 3.272 1.257 5.980 -0.657
C 0.978 0.828 4.393 -0.218
N -0.238 0.747 3.674 0.126
N -2.190 0.934 0.461 -0.075
C -2.004 0.293 -5.702 -0.107
C 2.755 -2.328 -3.405 -0.093
C -1.714 -0.670 -1.345 -0.119
C 0.619 -1.425 -2.288 -0.088
C -1.450 0.723 -0.798 -0.109
C 1.251 -2.265 -3.452 -0.371
H -4.863 1.957 1.858 0.101
H -2.912 1.498 3.598 0.093
H 1.275 -2.056 -5.687 0.115
H 1.948 2.311 7.357 0.108
H 4.364 0.208 4.490 0.105
H -0.091 1.850 5.884 0.107
H 2.316 -0.221 3.051 0.099
H -1.109 1.050 4.142 0.125
H -1.740 1.318 -5.875 0.127
H -2.862 0.058 -6.311 0.131
H 3.165 -1.331 -3.520 0.077
H 3.184 -2.969 -4.186 0.077
H 3.065 -2.812 -2.418 0.103
H -1.481 -1.435 -0.633 0.107
H -2.758 -0.788 -1.641 0.121
H 0.613 -2.103 -1.412 0.125
H 1.290 -0.620 -1.998 0.119
H -1.840 1.441 -1.548 0.137
H -0.389 0.891 -0.670 0.114
H 0.923 -3.308 -3.377 0.136


Name the most stable of them. *P*.